[1]
The following is a DFT calculation (ωB97M-V with the def2-TZVPD basis set) of a 5-piece molecular cluster, C30H32F10N5O5PS3 overall at a distorted geometry.

Geometry (Å):
N1 -3.1106 -4.4405 2.7156
C1 -3.0283 -3.8813 1.6405
O1 -2.6499 -3.2912 0.4276
C2 -1.2348 -3.4508 0.1339
C3 -1.1188 -4.9006 -0.5622
C4 0.0810 -5.8409 -0.0994
C5 -0.2673 -7.4353 -0.0919
F1 0.6546 -8.0093 0.8210
F2 -1.5525 -7.5249 0.5905
C6 -0.4460 -8.0887 -1.5196
F3 -1.8391 -8.4449 -1.6622
F4 -0.2508 -7.0977 -2.5537
S1 0.5545 -9.5848 -1.9895
F5 2.0037 -8.9635 -1.4707
F6 0.2358 -10.4272 -0.5972
F7 -0.8310 -10.2766 -2.6876
F8 0.8817 -8.8796 -3.5040
F9 1.4000 -10.9240 -2.5326
O2 -1.1030 -2.5500 -1.0381
S2 0.5727 -2.3910 -1.3295
O3 0.7658 -0.9207 -1.6268
O4 1.1045 -3.1356 -2.5156
O5 1.0840 -2.8921 0.2200
C7 -0.1073 -2.8786 1.1029
C8 -0.1061 -1.2968 1.5178
C9 -1.5246 -0.5621 1.4108
C10 -1.3662 1.0214 1.6987
F10 -1.2808 1.7066 0.4046
P1 0.1366 -3.6596 2.8553
S3 2.0643 -3.9778 3.0244
H1 -2.1747 -5.3760 -0.4870
H2 -0.9820 -4.7361 -1.7028
H3 0.5386 -5.6332 0.9244
H4 0.9451 -5.6966 -0.8614
H5 0.6680 -0.6814 0.9182
H6 0.2346 -1.1862 2.6232
H7 -2.0569 -0.6622 0.4037
H8 -2.2017 -0.9676 2.2622
H9 -0.4842 1.2723 2.3835
H10 -2.3374 1.4201 2.1807
H11 -0.5236 -4.9348 2.7911
H12 -0.3999 -2.8339 3.8939
N2 -2.5931 2.5328 4.3001
C11 -2.9592 1.9744 5.4663
C12 -4.0078 2.4343 6.2460
C13 -4.7213 3.5382 5.8012
C14 -4.3641 4.1361 4.6011
C15 -3.3020 3.5988 3.8923
H13 -2.3694 1.1165 5.7732
H14 -4.2601 1.9427 7.1773
H15 -5.5483 3.9288 6.3843
H16 -4.8988 4.9992 4.2247
H17 -2.9869 4.0289 2.9465
N3 0.5659 5.2928 -0.7778
C16 1.4543 5.6504 -1.7200
C17 2.3035 4.7601 -2.3569
C18 2.2377 3.4205 -1.9999
C19 1.3305 3.0232 -1.0279
C20 0.5216 3.9901 -0.4523
H18 1.4702 6.7085 -1.9622
H19 2.9991 5.1047 -3.1123
H20 2.8872 2.6929 -2.4751
H21 1.2527 1.9862 -0.7248
H22 -0.2052 3.7286 0.3085
N4 4.3513 7.0356 1.3435
C21 3.5400 7.3696 0.3259
C22 3.5421 8.6134 -0.2853
C23 4.4297 9.5725 0.1810
C24 5.2779 9.2549 1.2324
C25 5.2015 7.9819 1.7740
H23 2.8632 6.5886 -0.0001
H24 2.8667 8.8270 -1.1047
H25 4.4604 10.5583 -0.2707
H26 5.9826 9.9794 1.6216
H27 5.8463 7.6846 2.5950
N5 -1.0414 0.4845 -6.5199
C26 -0.5349 -0.4834 -5.7378
C27 0.0478 -0.2510 -4.5022
C28 0.1171 1.0571 -4.0451
C29 -0.3966 2.0773 -4.8331
C30 -0.9629 1.7412 -6.0525
H28 -0.6098 -1.4888 -6.1399
H29 0.4374 -1.0701 -3.9134
H30 0.5670 1.2794 -3.0837
H31 -0.3586 3.1096 -4.5072
H32 -1.3813 2.5030 -6.7029

Kohn-Sham gap: 7.838 eV
E_HOMO: -9.3935 eV
SMILES string: N#CO[C@@]1(CCC(F)(F)C(F)(F)S(F)(F)(F)(F)F)OS(=O)(=O)O[C@]1(CCCF)[PH2]=S.c1ccncc1.c1ccncc1.c1ccncc1.c1ccncc1

Results of the Mulliken charge analysis, in e, for atoms 1 through 2:
1. N -0.4987
2. C 0.5160

***

[2]
The following is a DFT calculation (ωB97M-V with the def2-TZVPD basis set) of one molecule with the formula C14H9BrN4O3S at a distorted geometry.

Geometry (Å):
O1 -4.0485 4.0437 2.9295
N1 -3.9688 2.8503 2.7363
O2 -4.7733 2.0294 3.1245
C1 -2.8367 2.3682 1.9917
C2 -2.7038 1.0103 1.7539
C3 -1.6160 0.5204 1.0360
C4 -0.6437 1.4275 0.5491
C5 -0.8139 2.7969 0.8108
C6 -1.8902 3.2762 1.5211
H1 -2.0118 4.3305 1.7171
Br1 0.5037 3.9813 0.1459
O3 0.4211 1.0536 -0.1418
H2 0.4245 0.0774 -0.2559
C7 -1.5030 -0.9003 0.8049
N2 -0.5202 -1.3980 0.1513
N3 -0.4241 -2.7055 -0.0552
C8 0.6203 -3.2285 -0.7459
N4 0.7618 -4.4822 -0.9693
C9 1.8987 -4.7314 -1.6857
C10 2.3461 -5.9835 -2.0935
C11 3.5195 -6.0695 -2.8138
C12 4.2534 -4.9307 -3.1342
C13 3.8283 -3.6756 -2.7395
C14 2.6534 -3.5839 -2.0175
S1 1.8741 -2.1554 -1.3885
H3 4.3931 -2.7901 -2.9850
H4 5.1680 -5.0262 -3.6989
H5 3.8762 -7.0362 -3.1354
H6 1.7694 -6.8580 -1.8395
H7 -1.1271 -3.3543 0.2995
H8 -2.2952 -1.5311 1.2146
H9 -3.4572 0.3370 2.1344

Kohn-Sham gap: 7.705 eV
E_HOMO: -8.3448 eV
SMILES string: O=[N+]([O-])c1cc(Br)c(O)c(/C=N/Nc2nc3ccccc3s2)c1

Results of the Mulliken charge analysis, in e, for atoms 1 through 2:
1. O -0.6311
2. N 1.0188

***

[3]
The following is a DFT calculation (ωB97M-V with the def2-TZVPD basis set) of C16H34F6N2O14S2V as an isolated structure at a distorted geometry.

Geometry (Å):
V1 -0.9844 0.1766 0.0795
C1 1.0596 2.1650 -1.6576
O1 2.0834 1.2776 -1.2882
O2 -0.1116 1.5916 -1.2454
C2 1.2613 3.6120 -1.0595
F1 0.6464 4.5133 -1.8724
F2 0.7591 3.6950 0.1667
F3 2.5336 4.0110 -0.9580
C3 2.7607 0.5144 -2.2707
C4 4.0287 -0.0674 -1.6320
H1 4.8280 0.6797 -1.6327
H2 3.8738 -0.4907 -0.6424
H3 4.4078 -0.8137 -2.3361
H4 3.0155 0.9581 -3.2370
H5 2.1541 -0.3710 -2.4740
H6 1.0263 2.2205 -2.7547
C5 0.8917 -2.6103 -0.7298
O3 1.9024 -2.4020 0.2737
O4 0.0726 -1.5562 -0.7500
C6 1.5179 -3.1870 -2.0909
F4 1.4235 -2.3633 -3.1257
F5 2.8334 -3.4398 -1.8343
F6 1.0289 -4.3910 -2.4165
C7 1.9734 -3.3556 1.3184
C8 2.8251 -2.8975 2.5336
H7 3.0218 -3.7531 3.1821
H8 3.7965 -2.4957 2.2374
H9 2.3511 -2.1327 3.1492
H10 2.6354 -4.0927 0.8422
H11 1.1212 -3.9013 1.7260
H12 0.3387 -3.5000 -0.3879
S1 -2.7219 2.4283 2.0704
O5 -1.7652 3.4226 2.5779
O6 -3.2343 1.7157 3.2310
O7 -3.7182 3.2077 1.3258
O8 -1.9126 1.5789 1.1012
S2 -2.9227 -1.7392 2.1048
O9 -3.1926 -3.0887 1.5980
O10 -4.0544 -0.8013 1.9656
O11 -2.7567 -1.5644 3.5658
O12 -1.7858 -1.1115 1.3350
C9 0.3173 0.1151 3.9032
C10 0.9543 0.9396 2.7777
C11 2.4670 1.0457 2.9828
O13 2.9035 1.7862 1.8206
C12 4.2577 2.1120 1.8281
N1 0.6515 0.2967 1.4653
H13 0.4823 -0.9690 3.8661
H14 -0.7687 0.1178 3.7694
H15 0.7203 0.3603 4.8889
H16 0.4401 1.9020 2.8268
H17 3.0050 0.0975 3.0385
H18 2.6063 1.7230 3.8307
H19 4.9403 1.2530 1.7927
H20 4.5039 2.8019 2.6399
H21 4.3740 2.5141 0.8176
H22 1.2049 -0.5540 1.5872
H23 1.4194 0.7576 0.9665
C13 -1.8906 -0.6278 -3.3732
C14 -2.8446 0.1905 -2.5697
C15 -4.2921 0.3173 -3.0319
O14 -5.1433 0.9078 -2.0717
C16 -6.4715 1.0307 -2.4468
N2 -2.7905 -0.2679 -1.1493
H24 -0.8313 -0.5244 -3.1417
H25 -2.1473 -0.7773 -4.4262
H26 -2.0119 -1.6646 -3.0294
H27 -2.5393 1.2427 -2.5610
H28 -4.7249 -0.6935 -3.0906
H29 -4.3676 0.8744 -3.9710
H30 -7.0179 0.0806 -2.5005
H31 -6.5839 1.4055 -3.4741
H32 -7.0449 1.7128 -1.8224
H33 -3.0620 -1.2517 -1.1507
H34 -3.7271 0.1037 -0.9807

2S+1: 3
<S²>: 2.010
Kohn-Sham gap (alpha / beta): 4.059 / 4.063 eV
E_HOMO (alpha / beta): 1.9326 / 1.9283 eV
Total charge: -3

Results of the Mulliken charge analysis, in e, for atoms 1 through 2:
1. V 1.1924
2. C -0.6321

***

[4]
The following is a DFT calculation (ωB97M-V with the def2-TZVPD basis set) of an isolated ion of composition C4H7N2O4S2 and charge +1 at a distorted geometry.

Geometry (Å):
C1 -1.5180 0.5857 -0.6238
C2 0.1418 0.0245 0.9037
C3 -2.4762 -0.1597 0.2227
C4 3.3182 -0.3706 -0.1256
N1 -0.2465 0.7375 -0.2005
N2 -1.8131 0.8304 -1.8933
O1 -0.9850 -2.4196 0.2892
O2 -1.6192 -1.4783 2.4728
O3 1.1919 0.1016 1.5095
O4 2.2358 2.1239 -0.0862
S1 -1.2126 -1.3060 1.1526
S2 2.7773 1.1120 0.8129
H1 -2.7586 0.4475 1.1054
H2 -3.4801 -0.5879 -0.0027
H3 2.7937 -0.4118 -1.0731
H4 4.3381 -0.0158 -0.1996
H5 3.2407 -1.3223 0.5236
H6 -2.7979 0.9499 -2.2287
H7 -1.1304 1.1592 -2.5587

Energy above the lowest of the compared OMol25 structures with the same formula, charge and spin: 0.0 kJ/mol
Kohn-Sham gap: 8.882 eV
E_HOMO: -14.0987 eV
Total charge: +1

Results of the Mulliken charge analysis, in e, for atoms 1 through 2:
1. C 0.5241
2. C 0.6571

***

| no. | E (eV) |
| --- | --- |
| 1 | -118275.3750 |
| 2 | -107641.9080 |
| 3 | -112449.1861 |
| 4 | -37092.0244 |